[1]
Here is a molecular structure, C31H35BClF4INO3S5SbV from the OMol25 dataset. Energies are from wB97M-V/def2-TZVPD.

```
! wB97M-V def2-TZVPD RIJCOSX def2/J DEFGRID3
* xyz -2 4
V -1.59508 0.86781 -0.02904
I -4.09428 2.13236 -0.80442
C -5.06790 0.41479 -0.11400
C -6.36782 0.23487 -0.49432
C -7.11318 -0.83841 0.03734
C -6.54396 -1.65913 0.96427
C -5.19957 -1.47536 1.37659
C -4.64476 -2.30389 2.38171
C -3.35320 -2.10928 2.77527
C -2.55572 -1.13355 2.13995
C -2.99828 -0.30140 1.12691
C -4.39393 -0.45130 0.79875
H -6.83411 0.92200 -1.18829
H -8.13856 -0.98641 -0.28011
H -7.11289 -2.46925 1.40863
H -5.26417 -3.07494 2.82755
H -2.92475 -2.72469 3.56046
H -1.51539 -1.07576 2.45470
C 3.08138 3.63930 -0.68823
S 4.64087 2.80339 -1.07427
C 5.06705 2.14771 0.49158
C 4.38246 1.17053 1.15103
S 2.94442 0.36855 0.68675
S 5.10122 0.75863 2.70193
C 6.44843 1.83042 2.69610
S 7.58417 1.91357 3.91340
S 6.47876 2.80018 1.28936
H 2.72718 4.11100 -1.60301
H 3.23912 4.40297 0.07098
H 2.34189 2.91606 -0.35074
C -0.17581 -3.87084 0.27661
C 0.98569 -2.87909 0.44851
C 2.00684 -3.04422 -0.67981
C 1.65475 -3.02758 1.81869
C 0.39287 -1.53800 0.35819
N -0.16529 -0.54422 0.26017
H 0.23276 -4.88459 0.26957
H -0.70035 -3.67804 -0.65909
H -0.88929 -3.78135 1.09796
H 2.44354 -4.04366 -0.60917
H 2.80041 -2.30249 -0.58926
H 1.52299 -2.93689 -1.65165
H 2.09144 -4.02666 1.88662
H 0.92514 -2.91330 2.62317
H 2.43966 -2.28046 1.94110
C 0.49912 0.97429 3.80602
Sb -0.61506 2.10912 2.36965
C -2.32960 2.48534 3.60693
C 0.33478 3.97997 2.73976
H 0.10378 1.15520 4.80650
H 1.54463 1.27754 3.75632
H 0.44957 -0.08870 3.57418
H -2.04512 3.05475 4.49358
H -2.77474 1.53450 3.89952
H -3.06107 3.04779 3.02673
H 0.30828 4.17433 3.81260
H -0.19887 4.75413 2.19272
H 1.36834 3.95319 2.39634
F -0.46237 2.63053 -0.94030
B -0.91403 4.00866 -0.91888
F 0.19777 4.83940 -0.87774
F -1.69046 4.23015 -2.05418
F -1.70047 4.18579 0.23919
C 1.56294 0.97755 -3.23019
C 1.99176 -0.43503 -3.53457
C 3.27973 -0.80744 -3.13923
C 3.79495 -2.05487 -3.42644
Cl 5.41206 -2.46726 -2.89826
C 3.04458 -2.99268 -4.11135
C 1.76296 -2.64823 -4.49449
C 1.22667 -1.39036 -4.21979
O -0.02179 -1.21790 -4.74462
C -1.00271 -0.41946 -4.09727
C -1.28595 -0.81329 -2.63814
O -1.10570 -1.97128 -2.27527
O -1.71030 0.17959 -1.95925
H 2.35047 1.47881 -2.66903
H 0.65836 1.03588 -2.62888
H 1.38020 1.54323 -4.14747
H 3.87318 -0.09444 -2.57930
H 3.44797 -3.97383 -4.32289
H 1.12722 -3.35424 -5.01242
H -1.91627 -0.60185 -4.66631
H -0.76955 0.64170 -4.15225
*
```

electronic energy = -5840.5590 hartree
LUMO (spin up / spin down) = 3.79 / 3.79 eV
largest force on an atom = 0.0139 Eh/bohr
relative energy (zero: lowest compared OMol25 entry of this formula, charge and spin) = 0.273 eV
Kohn-Sham gap (spin up / spin down) = 6.143 / 6.147 eV

[2]
Here is 2 unconnected molecules or ions with the total composition CH2ClO2S at a distorted geometry from the OMol25 dataset. Energies are from wB97M-V/def2-TZVPD.

```
! wB97M-V def2-TZVPD RIJCOSX def2/J DEFGRID3
* xyz -1 1
C 1.97972 -0.13151 0.38283
O -1.59379 -1.05340 0.96217
O -1.10541 -0.83457 -1.36144
S -0.81144 -0.34944 -0.02086
Cl -1.56341 1.73732 -0.10356
H 1.65157 -0.21342 -0.60849
H 1.44275 0.84501 0.74935
*
```

electronic energy = -1048.0851 hartree
LUMO (spin up / spin down) = 2.85 / 2.85 eV
largest force on an atom = 0.0619 Eh/bohr
relative energy (zero: lowest compared OMol25 entry of this formula, charge and spin) = 2.740 eV
Kohn-Sham gap (spin up / spin down) = 7.730 / 7.729 eV

[3]
Here is a molecular structure, C8H28BInN4OP at a distorted geometry from the OMol25 dataset. Energies are from wB97M-V/def2-TZVPD.

```
! wB97M-V def2-TZVPD RIJCOSX def2/J DEFGRID3
* xyz -1 1
C 4.75224 -2.83319 2.49722
P 4.25053 -1.24507 3.41296
C 5.29004 0.08380 2.56768
In 1.86305 -0.75843 2.59667
N 0.71385 0.30385 4.10111
N 1.98145 0.46477 0.84712
B 0.83538 -2.77537 2.30071
N 0.28268 -3.18546 0.97050
O 0.74683 -3.69311 3.38948
H 3.89091 -3.33388 2.03810
H 5.18750 -3.56209 3.18585
H 5.46664 -2.57854 1.70523
H 6.30695 -0.28882 2.40898
H 4.83385 0.39584 1.62110
H 5.28471 0.95981 3.22151
H -0.24695 0.07270 3.87193
H 0.80920 1.29565 3.90347
H 2.28142 -0.02420 0.01796
H 1.15496 1.01410 0.67157
H -0.16565 -2.34361 0.62639
H 1.09594 -3.26005 0.36175
H 0.37278 -3.24308 4.13184
C -2.48700 0.45303 -4.63211
C -2.14261 0.33011 -3.15473
N -1.88394 1.60738 -2.51830
C -1.27594 1.48182 -1.19884
C -2.09335 0.81127 -0.09322
C -2.94285 2.59484 -2.63525
C -4.33235 2.22436 -2.10845
H -1.71617 1.00745 -5.16993
H -2.56090 -0.54050 -5.07780
H -3.44593 0.95104 -4.78973
H -1.23749 -0.27766 -3.07683
H -2.94045 -0.23359 -2.64857
H -0.96485 2.47350 -0.85888
H -0.34362 0.92130 -1.31728
H -2.88557 1.46058 0.27917
H -1.44292 0.58728 0.75573
H -2.53775 -0.13089 -0.41817
H -3.04130 2.86098 -3.69258
H -2.61333 3.51917 -2.15379
H -4.64069 1.22347 -2.41479
H -5.07320 2.92565 -2.50218
H -4.38611 2.28379 -1.02257
*
```

electronic energy = -1172.2526 hartree
LUMO = 2.65 eV
largest force on an atom = 0.0434 Eh/bohr
Kohn-Sham gap = 5.974 eV

[4]
Here is a molecular structure, C26H25F9NO2Sc at a distorted geometry from the OMol25 dataset. Energies are from wB97M-V/def2-TZVPD.

```
! wB97M-V def2-TZVPD RIJCOSX def2/J DEFGRID3
* xyz 0 1
C 2.58698 -0.41029 2.65231
C 2.93083 -0.99847 1.37111
C 2.70300 -0.02190 0.34998
H 3.26220 -2.01920 1.18318
C 2.26769 1.17939 0.96364
C 2.19932 0.96877 2.37755
H 2.07649 2.12019 0.44658
C -0.80293 -2.23215 2.46756
C 0.31084 -2.89470 1.82074
C 0.11015 -2.78830 0.39527
H 1.17212 -3.35401 2.31849
C -1.07922 -2.04675 0.15187
C -1.62968 -1.70547 1.41736
H 2.85644 -0.13480 -0.72495
H 1.95334 1.73753 3.10803
H 2.57593 -0.89326 3.63707
H -2.57953 -1.18891 1.52305
H 0.75586 -3.18910 -0.39415
H -0.97831 -2.13462 3.54419
Sc 0.58332 -0.62623 1.79967
C -1.82394 -1.88008 -1.16698
C -3.20219 -2.58747 -0.98528
C -1.09070 -2.59096 -2.30949
H -3.07272 -3.65428 -0.73329
H -3.80378 -2.53144 -1.90814
H -3.78450 -2.11689 -0.18089
H -0.93779 -3.65251 -2.06296
H -0.10989 -2.12766 -2.49049
H -1.66981 -2.54734 -3.24878
C -2.10523 -0.38987 -1.53746
C -0.99238 0.53202 -1.98124
H -2.61842 0.04579 -0.66436
H -2.83947 -0.41006 -2.33566
O 0.02954 0.80744 -1.32479
N -1.02104 1.10897 -3.22310
C 0.03988 2.09714 -3.38378
H -1.90168 1.19297 -3.76406
C 1.44760 1.49326 -3.47658
C 2.57746 2.14565 -2.94227
H 2.44201 3.06576 -2.37530
C 3.85956 1.61129 -3.12369
H 4.73233 2.12699 -2.70889
C 4.03507 0.43048 -3.86678
H 5.04478 0.04868 -4.06055
C 2.91305 -0.22064 -4.39867
H 3.03337 -1.13775 -4.97614
C 1.63284 0.32322 -4.22261
H 0.75936 -0.15753 -4.65446
H 0.04339 2.76576 -2.49094
H -0.17067 2.69044 -4.28934
F -0.31056 0.06416 4.87717
C -0.70550 1.37159 4.69691
F -1.48935 1.72522 5.73955
F 0.44035 2.11583 4.73539
C -1.39830 1.51467 3.31336
O -0.67899 0.80741 2.37807
C -2.83744 0.93474 3.41800
F -3.68256 1.70601 4.14088
F -3.37014 0.76758 2.16998
F -2.79183 -0.31090 3.98328
C -1.46714 3.01833 2.87110
F -1.90180 3.83677 3.87387
F -0.23571 3.43363 2.47664
F -2.29189 3.16586 1.80421
*
```

electronic energy = -2870.6391 hartree
LUMO = 0.47 eV
largest force on an atom = 0.0735 Eh/bohr
Kohn-Sham gap = 8.792 eV

[5]
Here is 3 unconnected molecules or ions with the total composition C15H24BFN4O3S at a distorted geometry from the OMol25 dataset. Energies are from wB97M-V/def2-TZVPD.

```
! wB97M-V def2-TZVPD RIJCOSX def2/J DEFGRID3
* xyz 0 1
C -5.08450 -2.94172 -2.43883
C -3.74143 -2.96380 -3.19345
B -2.52071 -3.01110 -2.20504
O -2.67165 -2.79024 -0.84748
N -1.11856 -3.20092 -2.67502
C -0.19964 -3.49656 -1.56994
C -0.08712 -4.77383 -1.04296
C 0.78376 -4.95592 0.01973
C 1.48074 -3.86458 0.51266
C 1.28124 -2.63987 -0.10154
N 0.45827 -2.44533 -1.12965
S -1.01430 -4.23250 -3.95912
O -1.29105 -3.53131 -5.15945
O -1.67588 -5.46850 -3.70549
F 0.52026 -4.50914 -3.91579
H -5.92243 -3.02933 -3.12837
H -5.13817 -3.76856 -1.72448
H -5.17039 -2.03373 -1.84135
H -3.65147 -2.01488 -3.73669
H -3.72844 -3.78991 -3.90423
H -2.90401 -3.60975 -0.39536
H -0.65416 -5.61437 -1.41990
H 0.90964 -5.93689 0.46020
H 2.15366 -3.95190 1.35488
H 1.81863 -1.77340 0.26672
C 2.03693 1.34965 -0.15157
C 2.15236 2.24670 1.07430
C 3.58459 2.32875 1.61096
C 4.06651 1.00492 2.00670
N 4.41116 -0.04950 2.30391
H 2.31931 0.32548 0.08899
H 1.01109 1.32906 -0.51927
H 2.67846 1.69786 -0.96332
H 1.49755 1.87715 1.86527
H 1.81416 3.25461 0.82631
H 3.62548 2.98645 2.47885
H 4.25740 2.72711 0.84878
C -0.47401 5.37903 1.73255
C -0.32692 6.25613 2.96962
C 1.11676 6.33028 3.48148
C 1.62302 5.01002 3.85803
N 2.00063 3.96444 4.14598
H -0.19869 4.34511 1.94581
H -1.50605 5.37874 1.38334
H 0.15628 5.73938 0.91678
H -0.97135 5.87730 3.76462
H -0.66158 7.26952 2.74294
H 1.18034 6.97881 4.35582
H 1.77427 6.74106 2.71310
*
```

electronic energy = -1553.6755 hartree
LUMO = 0.42 eV
largest force on an atom = 0.0269 Eh/bohr
SMILES string = CCB(O)N(c1ccccn1)S(=O)(=O)F.CCCC#N.CCCC#N
Kohn-Sham gap = 10.336 eV

[6]
Here is 13 unconnected molecules or ions with the total composition C16H23BCl36N3O2 at a distorted geometry from the OMol25 dataset. Energies are from wB97M-V/def2-TZVPD.

```
! wB97M-V def2-TZVPD RIJCOSX def2/J DEFGRID3
* xyz 1 1
N 1.86685 2.50564 -0.09798
C 1.31981 1.25859 -0.08021
N 1.87360 0.23477 -0.72099
C 0.87880 -0.55891 -1.53048
C -0.15476 -1.04996 -0.54404
C -0.87866 0.15599 0.07268
B -1.84618 0.91622 -0.92989
O -1.34445 1.82107 -1.85380
O -3.17886 0.61703 -0.90686
N 0.14409 1.10747 0.63088
H 1.21649 3.24525 -0.31156
H 2.80677 2.70986 0.19717
H 2.65093 0.56880 -1.28364
H 0.45041 0.13175 -2.25264
H 1.38429 -1.36820 -2.04547
H -0.81671 -1.79386 -0.97683
H 0.39425 -1.52169 0.27057
H -1.49463 -0.21241 0.88845
H -1.06392 2.65572 -1.46324
H -3.55192 0.47929 -1.78802
H 0.35644 0.88862 1.60226
C -5.85993 2.51955 -0.86133
Cl -4.85762 2.60288 -2.31488
Cl -6.21220 4.13660 -0.25144
Cl -7.34448 1.63339 -1.18530
H -5.29808 1.99260 -0.10083
C 1.31841 -4.18276 0.53759
Cl 0.66029 -3.50553 2.03081
Cl 0.12854 -4.12425 -0.76825
Cl 2.79469 -3.32785 0.09323
H 1.56137 -5.22204 0.71339
C 4.00462 -2.18434 -3.78249
Cl 4.99769 -3.16566 -2.71362
Cl 2.34974 -2.78662 -3.84051
Cl 4.03295 -0.48623 -3.27249
H 4.42244 -2.23431 -4.77900
C -7.48218 3.62418 -4.99731
Cl -6.47398 3.72826 -6.44775
Cl -7.87508 5.22822 -4.38517
Cl -8.93940 2.68848 -5.30632
H -6.90762 3.10746 -4.24275
C 5.54967 -0.72626 1.66137
Cl 5.86241 -1.64252 3.12184
Cl 5.60124 -1.73714 0.22624
Cl 3.95677 0.06863 1.71512
H 6.30348 0.04368 1.56742
C -9.87242 4.09919 0.18163
Cl -11.37296 4.37685 -0.69418
Cl -9.38362 5.53645 1.07992
Cl -10.00954 2.70298 1.25224
H -9.09688 3.88351 -0.54179
C -1.06583 5.02849 1.97307
Cl -0.18777 5.07717 0.41419
Cl -1.10735 6.61659 2.68956
Cl -2.66652 4.35674 1.69875
H -0.52998 4.35724 2.63199
C -2.00119 0.55550 4.85263
Cl -3.41403 -0.48078 4.84859
Cl -0.55452 -0.34658 4.36359
Cl -2.23387 1.96334 3.80972
H -1.83747 0.91451 5.85982
C 3.01490 -2.07941 6.07541
Cl 2.46040 -2.14047 4.39633
Cl 3.92557 -3.52956 6.46375
Cl 3.97960 -0.63017 6.36256
H 2.14187 -2.03121 6.71210
C 8.92826 -4.22339 -2.41061
Cl 8.79647 -3.04509 -3.71814
Cl 10.55854 -4.87331 -2.31230
Cl 8.43828 -3.50856 -0.87033
H 8.25300 -5.04028 -2.62653
C -3.84693 0.58137 -6.11035
Cl -2.55451 0.21011 -7.24331
Cl -5.07802 -0.67185 -6.10006
Cl -3.20026 0.83142 -4.47577
H -4.31250 1.50975 -6.41555
C 7.33295 -5.73660 5.81325
Cl 5.95075 -6.82692 5.92209
Cl 8.74684 -6.56078 5.17079
Cl 6.92622 -4.31981 4.84015
H 7.56615 -5.39588 6.81291
*
```

electronic energy = -17529.7925 hartree
LUMO = -3.37 eV
largest force on an atom = 0.0355 Eh/bohr
Kohn-Sham gap = 8.906 eV